Record 1
19 unconnected molecules or ions with the total composition C107H107N7. Source: OMol25; level of theory: ωB97M-V with the def2-TZVPD basis set.

The geometry in ORCA input format:
```
! RIJCOSX wB97M-V def2-TZVPD def2/J DEFGRID3
* xyz 0 1
C -0.892 -2.636 4.695
C -1.839 -2.839 5.689
C -2.678 -1.834 6.108
C -2.521 -0.544 5.589
C -1.610 -0.335 4.565
C -0.816 -1.389 4.088
H -0.242 -3.423 4.368
H -1.925 -3.797 6.198
H -3.311 -1.974 6.966
H -3.186 0.243 5.936
H -1.503 0.660 4.105
H -0.138 -1.256 3.267
C -5.774 -0.346 2.024
C -4.555 -0.935 2.252
C -3.663 -1.185 1.226
C -3.969 -0.679 -0.014
C -5.193 -0.036 -0.265
C -6.128 0.046 0.710
H -6.388 -0.197 2.908
H -4.354 -1.324 3.251
H -2.834 -1.863 1.335
H -3.304 -0.864 -0.853
H -5.440 0.368 -1.252
H -7.070 0.512 0.469
C 2.921 -3.908 -2.226
C 1.907 -3.845 -3.214
C 2.017 -2.933 -4.243
C 3.136 -2.102 -4.344
C 4.132 -2.164 -3.396
C 4.022 -3.100 -2.346
H 2.848 -4.519 -1.343
H 1.034 -4.483 -3.147
H 1.253 -2.841 -5.032
H 3.268 -1.504 -5.237
H 5.046 -1.593 -3.497
H 4.784 -3.159 -1.601
C -1.890 4.859 -2.971
C -1.371 4.070 -1.922
C -2.022 3.883 -0.705
C -3.295 4.459 -0.552
C -3.783 5.292 -1.549
C -3.107 5.493 -2.755
H -1.293 5.158 -3.825
H -0.446 3.549 -2.053
H -1.585 3.165 -0.036
H -3.919 4.272 0.290
H -4.776 5.706 -1.346
H -3.499 6.168 -3.507
C 0.866 -0.824 -0.734
C -0.289 -0.711 0.086
C -0.424 0.390 0.949
C 0.471 1.501 0.804
C 1.601 1.447 -0.004
C 1.801 0.263 -0.744
H 1.097 -1.668 -1.377
H -0.961 -1.547 0.256
H -1.258 0.481 1.629
H 0.216 2.421 1.330
H 2.295 2.271 -0.096
H 2.660 0.185 -1.389
C 5.046 -2.483 5.478
C 4.851 -1.562 6.481
C 3.726 -0.778 6.432
C 2.818 -0.867 5.379
C 3.039 -1.802 4.401
C 4.113 -2.687 4.492
H 5.937 -3.095 5.515
H 5.607 -1.325 7.209
H 3.644 -0.068 7.248
H 1.858 -0.346 5.374
H 2.345 -1.824 3.593
H 4.344 -3.398 3.718
C -0.862 9.567 1.902
C -1.848 8.622 1.800
C -1.722 7.437 2.522
C -0.657 7.251 3.388
C 0.374 8.161 3.420
C 0.224 9.360 2.737
H -1.006 10.520 1.411
H -2.711 8.787 1.153
H -2.493 6.673 2.476
H -0.598 6.392 4.014
H 1.231 7.969 4.047
H 0.898 10.181 2.896
C 0.258 -9.766 -0.451
C -0.374 -8.558 -0.147
C -0.197 -7.435 -0.976
C 0.613 -7.573 -2.095
C 1.340 -8.739 -2.330
C 1.210 -9.809 -1.456
H 0.086 -10.699 0.063
H -1.125 -8.490 0.622
H -0.766 -6.546 -0.768
H 0.646 -6.708 -2.753
H 1.896 -8.863 -3.250
H 1.746 -10.747 -1.643
C -4.152 -7.408 0.988
C -3.311 -7.412 2.120
C -2.656 -6.282 2.608
C -2.920 -5.073 1.968
C -3.707 -5.067 0.764
C -4.342 -6.214 0.284
H -4.624 -8.284 0.601
H -3.135 -8.334 2.680
H -2.078 -6.358 3.521
H -2.581 -4.126 2.370
H -3.928 -4.105 0.296
H -5.004 -6.184 -0.597
C 3.345 -4.227 1.426
C 3.243 -5.584 1.602
C 1.998 -6.233 1.635
C 0.869 -5.450 1.587
C 0.963 -4.064 1.512
C 2.179 -3.476 1.282
H 4.296 -3.737 1.228
H 4.124 -6.187 1.773
H 1.975 -7.312 1.680
H -0.121 -5.892 1.565
H 0.043 -3.527 1.348
H 2.239 -2.415 1.034
C 2.257 5.628 -6.485
C 2.833 6.414 -5.449
C 2.545 6.135 -4.141
C 1.738 4.996 -3.846
C 1.217 4.220 -4.840
C 1.439 4.592 -6.206
H 2.482 5.918 -7.502
H 3.407 7.299 -5.716
H 3.033 6.705 -3.359
H 1.466 4.748 -2.830
H 0.655 3.325 -4.627
H 1.050 3.943 -6.971
C -1.953 -4.766 -2.804
C -1.953 -4.684 -4.199
C -1.877 -3.460 -4.852
C -1.612 -2.314 -4.100
C -1.537 -2.387 -2.699
C -1.687 -3.624 -2.068
H -2.200 -5.676 -2.296
H -2.028 -5.559 -4.821
H -1.921 -3.464 -5.941
H -1.539 -1.355 -4.610
H -1.329 -1.501 -2.117
H -1.450 -3.690 -1.003
N 5.244 2.004 -3.015
C 6.189 1.369 -3.726
C 5.981 0.794 -5.018
C 4.755 0.975 -5.628
C 3.798 1.710 -4.957
C 4.087 2.174 -3.684
H 7.106 1.120 -3.221
H 6.779 0.253 -5.537
H 4.620 0.527 -6.604
H 2.780 1.777 -5.306
H 3.347 2.742 -3.120
N 5.798 -1.234 0.112
C 5.476 -0.072 -0.452
C 5.234 1.054 0.300
C 5.237 0.979 1.665
C 5.462 -0.260 2.255
C 5.790 -1.323 1.430
H 5.382 -0.079 -1.533
H 5.087 2.012 -0.175
H 5.173 1.860 2.293
H 5.539 -0.337 3.320
H 6.036 -2.278 1.871
N -0.629 1.246 -4.974
C -0.701 0.993 -3.667
C -1.897 0.968 -2.966
C -3.056 1.143 -3.679
C -3.006 1.345 -5.032
C -1.777 1.465 -5.632
H 0.219 0.947 -3.124
H -1.869 0.749 -1.906
H -3.976 1.201 -3.131
H -3.929 1.534 -5.553
H -1.666 1.664 -6.670
N -2.250 2.855 2.687
C -1.867 3.453 3.808
C -2.673 3.648 4.897
C -3.968 3.208 4.876
C -4.416 2.650 3.696
C -3.530 2.487 2.624
H -0.802 3.590 3.925
H -2.278 4.063 5.817
H -4.646 3.315 5.692
H -5.419 2.281 3.614
H -3.827 2.012 1.712
N -6.696 -4.445 -4.125
C -5.675 -4.144 -3.360
C -5.815 -3.475 -2.174
C -7.045 -3.096 -1.730
C -8.083 -3.275 -2.631
C -7.881 -3.937 -3.807
H -4.718 -4.435 -3.722
H -4.935 -3.416 -1.546
H -7.205 -2.551 -0.810
H -9.095 -2.992 -2.379
H -8.671 -4.181 -4.499
N 2.565 4.788 -0.277
C 3.565 5.629 -0.317
C 3.354 7.036 -0.233
C 2.112 7.553 -0.021
C 1.076 6.629 0.039
C 1.352 5.301 -0.054
H 4.573 5.257 -0.422
H 4.240 7.631 -0.426
H 1.940 8.618 0.166
H 0.059 6.991 0.173
H 0.574 4.536 0.056
N 2.810 5.492 4.508
C 2.681 5.074 3.268
C 2.653 3.707 2.995
C 2.668 2.800 4.036
C 2.883 3.275 5.327
C 2.927 4.645 5.507
H 2.488 5.827 2.511
H 2.585 3.316 1.969
H 2.427 1.777 3.826
H 2.898 2.607 6.182
H 3.082 5.125 6.470
*
```

Values from the calculation:
Gap between HOMO and LUMO: 9.358 eV


Record 2
2 unconnected molecules or ions with the total composition C8H9IN. Source: OMol25; level of theory: ωB97M-V with the def2-TZVPD basis set.

The geometry in ORCA input format:
```
! RIJCOSX wB97M-V def2-TZVPD def2/J DEFGRID3
* xyz 1 1
C -1.537 1.727 -1.596
C -0.707 0.829 -2.370
C -1.243 1.909 -0.252
C 0.343 0.262 -1.695
C -0.184 1.226 0.373
C 0.062 -2.458 2.473
C -0.291 -2.620 1.288
C 1.643 -0.279 0.209
N 0.673 0.510 -0.382
I 2.305 -0.095 2.089
H -2.278 2.392 -2.067
H -0.937 0.857 -3.487
H -1.912 2.481 0.309
H 1.059 -0.453 -2.264
H 0.162 1.453 1.359
H -0.085 -2.975 3.442
H 0.879 -1.859 2.855
H -0.166 -2.173 0.251
H 2.216 -0.735 -0.534
*
```

Values from the calculation:
Energy relative to the best compared isomer or geometry (same formula, charge and spin): 106.3 kcal/mol
Gap between HOMO and LUMO (spin up / spin down): 5.990 / 7.742 eV


Record 3
A molecular structure, C55H51BF5HfO2P2SSe. Source: OMol25; level of theory: ωB97M-V with the def2-TZVPD basis set.

The geometry in ORCA input format:
```
! RIJCOSX wB97M-V def2-TZVPD def2/J DEFGRID3
* xyz 1 1
Hf 0.870 0.955 1.036
O -0.713 -1.226 4.648
S -0.789 -1.274 3.172
C -2.550 -1.359 2.791
C -3.409 -1.599 3.855
C -4.772 -1.663 3.618
C -5.261 -1.490 2.327
C -4.392 -1.216 1.283
C -3.017 -1.120 1.503
P -1.791 -0.600 0.235
C -2.369 -1.389 -1.291
C -2.011 -0.826 -2.516
C -2.361 -1.457 -3.699
C -3.068 -2.651 -3.670
C -3.410 -3.225 -2.453
C -3.056 -2.601 -1.266
C -2.262 1.180 0.072
C -1.179 2.111 0.580
C -1.944 4.757 0.615
C -3.484 4.762 0.555
C -4.190 2.796 -0.124
C -3.489 1.500 -0.344
C -0.336 -2.940 2.672
C -0.870 -3.975 3.435
C -0.469 -5.275 3.205
C 0.482 -5.540 2.224
C 1.021 -4.506 1.484
C 0.616 -3.180 1.686
P 1.458 -1.896 0.683
C 1.120 -2.392 -1.037
C 1.807 -1.724 -2.055
C 1.615 -2.077 -3.380
C 0.723 -3.089 -3.711
C 0.022 -3.742 -2.711
C 0.220 -3.396 -1.381
C 3.202 -2.360 0.984
C 4.122 -2.594 -0.031
C 5.444 -2.889 0.281
C 5.853 -2.953 1.603
C 4.935 -2.726 2.622
C 3.619 -2.432 2.315
H -2.991 -1.720 4.847
H -5.454 -1.859 4.435
H -6.324 -1.565 2.136
H -4.789 -1.082 0.284
H -1.447 0.099 -2.542
H -2.077 -1.016 -4.646
H -3.348 -3.138 -4.596
H -3.954 -4.161 -2.427
H -3.324 -3.059 -0.320
H -0.824 2.584 -0.347
H -1.538 5.617 1.156
H -3.950 5.712 0.808
H -5.262 2.627 -0.202
H -4.112 0.711 -0.753
H -1.571 -3.746 4.228
H -0.878 -6.082 3.799
H 0.815 -6.555 2.049
H 1.786 -4.717 0.747
H 2.496 -0.921 -1.824
H 2.165 -1.553 -4.151
H 0.572 -3.364 -4.748
H -0.685 -4.523 -2.960
H -0.345 -3.916 -0.618
H 3.825 -2.559 -1.070
H 6.151 -3.071 -0.518
H 6.883 -3.182 1.842
H 5.246 -2.773 3.658
H 2.920 -2.244 3.122
F 0.592 0.574 -0.865
F 2.821 0.263 2.271
B 2.459 0.748 3.569
F 0.932 0.977 3.222
F 2.503 -0.208 4.512
F 2.984 1.949 3.850
C -5.012 4.760 -1.547
C -3.820 4.161 -0.822
C -2.534 4.299 -1.593
C -1.533 4.750 -0.838
C -0.176 5.207 -1.249
C -1.568 3.441 1.418
C -0.404 3.762 2.330
O 0.667 3.229 2.229
C -2.796 2.972 2.003
C -2.860 2.013 3.104
C -3.949 3.511 1.325
H -4.784 5.776 -1.874
H -5.892 4.799 -0.901
H -5.268 4.171 -2.430
H -2.474 4.143 -2.664
H -0.027 5.117 -2.323
H 0.614 4.646 -0.741
H -0.050 6.257 -0.972
H -0.545 4.583 3.051
H -1.908 1.520 3.294
H -3.668 1.292 2.959
H -3.120 2.597 4.001
H -4.855 3.517 1.928
C 5.586 -0.477 -4.377
C 4.846 0.233 -3.276
C 5.325 0.242 -1.973
C 4.674 0.926 -0.950
C 5.309 0.926 0.416
C 3.475 1.603 -1.239
Se 2.670 2.638 0.192
C 2.979 1.618 -2.546
C 1.717 2.324 -2.960
C 3.679 0.935 -3.537
H 6.339 -1.154 -3.975
H 6.096 0.240 -5.025
H 4.908 -1.057 -5.006
H 6.247 -0.282 -1.742
H 6.185 0.279 0.421
H 4.621 0.577 1.180
H 5.623 1.930 0.711
H 1.374 3.009 -2.191
H 0.921 1.597 -3.135
H 1.881 2.878 -3.886
H 3.288 0.958 -4.551
*
```

Values from the calculation:
Energy relative to the best compared isomer or geometry (same formula, charge and spin): 109.9 kcal/mol
Gap between HOMO and LUMO: 5.543 eV


Record 4
2 unconnected molecules or ions with the total composition CH7OPSi. Source: OMol25; level of theory: ωB97M-V with the def2-TZVPD basis set.

The geometry in ORCA input format:
```
! RIJCOSX wB97M-V def2-TZVPD def2/J DEFGRID3
* xyz 0 1
C -0.923 1.386 -0.627
O 0.434 -1.936 -1.104
Si 0.044 -0.859 0.105
P 1.838 -0.731 1.341
H -1.886 1.481 0.028
H -0.405 2.342 -0.451
H -1.378 1.256 -1.678
H -0.217 -2.204 -1.754
H -1.148 -1.054 0.945
H 2.463 0.255 0.739
H 1.179 0.063 2.457
*
```

Values from the calculation:
Energy relative to the best compared isomer or geometry (same formula, charge and spin): 22.4 kcal/mol
Gap between HOMO and LUMO: 9.139 eV


Record 5
2 unconnected molecules or ions with the total composition C6H15O3P. Source: OMol25; level of theory: ωB97M-V with the def2-TZVPD basis set.

The geometry in ORCA input format:
```
! RIJCOSX wB97M-V def2-TZVPD def2/J DEFGRID3
* xyz 0 1
C -3.421 -1.399 -0.366
O -1.983 -1.238 -0.579
P -1.000 0.004 -0.200
O -1.119 0.158 1.531
C -2.149 1.455 -0.458
O -1.942 2.848 -0.321
H -3.505 -1.101 0.714
H -3.694 -2.467 -0.601
H -3.937 -0.725 -0.951
H -0.369 -0.280 2.046
H -2.378 1.280 -1.576
H -3.044 1.174 0.067
H -1.151 2.991 0.221
C 1.931 0.967 1.054
C 2.171 0.137 -0.007
C 2.195 -1.354 0.225
C 2.098 0.702 -1.376
H 1.690 2.035 0.789
H 2.158 0.567 2.057
H 3.041 -1.881 -0.269
H 2.308 -1.577 1.368
H 1.264 -1.729 -0.342
H 2.262 1.751 -1.340
H 1.061 0.526 -1.649
H 2.643 0.262 -2.166
*
```

Values from the calculation:
Energy relative to the best compared isomer or geometry (same formula, charge and spin): 40.4 kcal/mol
Gap between HOMO and LUMO: 9.555 eV


Record 6
2 unconnected molecules or ions with the total composition FHN2O3. Source: OMol25; level of theory: ωB97M-V with the def2-TZVPD basis set.

The geometry in ORCA input format:
```
! RIJCOSX wB97M-V def2-TZVPD def2/J DEFGRID3
* xyz 0 1
N -2.422 0.397 0.043
N -1.044 -0.294 0.349
O -2.290 1.561 -0.151
O -3.425 -0.263 0.063
O -0.134 0.203 -0.438
F -1.439 -1.915 -0.146
H 0.640 0.410 0.120
*
```

Values from the calculation:
Energy relative to the best compared isomer or geometry (same formula, charge and spin): 53.4 kcal/mol
Gap between HOMO and LUMO (spin up / spin down): 10.392 / 10.393 eV


no.,energy (a.u.),F_max (eV/Å)
1,-4524.70517,2.3
2,-662.21203,4.4
3,-6331.51403,0.8
4,-748.32335,3.8
5,-804.61746,3.6
6,-435.42179,3.9